44
Properties=species:S:1:pos:R:3:forces:R:3 method="wB97M-V/def2-TZVPD" relative_energy_kj_mol=240.2 e_lumo_ev=0.24 charge=0 smiles="CCOc1cccc(NC(=O)c2ccc(S(=O)(=O)N(C)C)cc2)c1" total_energy_ev=-39958.7822 homo_lumo_gap_ha=0.33482 e_homo_ha=-0.326
C -0.31503 -3.73400 -0.08138 -0.19 0.32 0.25
C -0.98951 -3.06354 1.11151 0.05 -0.43 -0.07
O -0.94552 -1.64900 1.05080 -0.01 0.25 -0.06
C -1.89418 -0.97104 0.34985 -0.12 0.27 -0.07
C -2.86545 -1.54014 -0.46700 0.17 -0.30 0.12
C -3.78720 -0.72110 -1.09870 -0.01 0.12 0.07
C -3.74852 0.64981 -0.94963 0.02 0.08 -0.02
C -2.76677 1.22913 -0.14594 0.04 -0.62 0.03
N -2.76265 2.61993 0.00920 -0.56 0.20 -0.11
C -1.72522 3.46993 0.26024 0.04 0.02 -0.02
O -1.92388 4.63345 0.53364 0.12 0.12 0.10
C -0.35612 2.88607 0.11642 0.39 0.22 -0.07
C 0.02047 2.29585 -1.08691 0.08 0.08 0.14
C 1.28245 1.74484 -1.21639 -0.08 0.01 -0.19
C 2.14623 1.77211 -0.13763 0.61 -0.34 0.02
S 3.69791 0.87591 -0.24264 0.03 -0.33 0.01
O 4.51796 1.24610 0.87047 -0.30 0.04 0.20
O 4.22526 0.99101 -1.56895 -0.34 -0.02 -0.11
N 3.25575 -0.72164 -0.02481 0.51 0.98 -0.16
C 2.60457 -1.34680 -1.14585 -0.10 -0.06 -0.42
C 2.69916 -1.02488 1.26983 -0.09 0.04 0.42
C 1.79862 2.38823 1.04870 0.06 0.03 0.16
C 0.54895 2.97110 1.16922 -0.20 -0.01 -0.16
C -1.86099 0.41348 0.51464 -0.04 -0.19 0.05
H -0.38250 -4.81335 0.02389 0.01 -0.13 -0.02
H -0.78766 -3.44075 -1.01547 -0.03 -0.02 -0.10
H 0.73225 -3.44889 -0.12238 0.12 0.00 -0.02
H -2.02494 -3.40680 1.21943 0.09 0.06 0.05
H -0.44707 -3.31392 2.02795 -0.15 0.00 -0.09
H -2.92647 -2.60616 -0.61220 0.04 -0.11 0.00
H -4.54645 -1.16806 -1.72251 -0.06 -0.03 -0.05
H -4.47142 1.27558 -1.45039 -0.06 0.09 -0.09
H -3.66631 3.07459 -0.05211 0.21 0.03 0.06
H -0.67289 2.26840 -1.91417 -0.07 -0.04 -0.07
H 1.61071 1.30211 -2.14296 -0.03 -0.04 -0.16
H 3.05896 -0.94619 -2.04834 -0.11 -0.19 -0.14
H 2.77875 -2.42349 -1.10946 -0.02 0.02 0.02
H 1.52318 -1.15599 -1.15471 -0.02 -0.05 0.00
H 3.22289 -0.41186 1.99849 -0.08 -0.14 0.21
H 2.87329 -2.07713 1.49932 0.00 0.00 0.00
H 1.62121 -0.82368 1.31724 0.00 -0.02 -0.01
H 2.51687 2.40934 1.85283 0.03 0.04 0.14
H 0.25608 3.46985 2.08064 -0.01 0.05 0.09
H -1.12479 0.82154 1.18624 0.06 -0.01 0.09